Entry from the OMol25 dataset: a single C4H5FN2 molecule at a distorted geometry (the ωB97M-V functional and the def2-TZVPD basis).

Properties
Lowest unoccupied orbital energy, eV: 0.4
Energy relative to the best compared isomer or geometry (same formula, charge and spin), kJ/mol: 322.9
Molecular weight, g mol⁻¹: 100.096
SMILES: F[C@H]1C=NN=CC1
Electronic energy, eV: -9923.4575
Charge: 0

Structure (XYZ):
```
12
Properties=species:S:1:pos:R:3:forces:R:3:mulliken_charge:R:1
F -1.5718 -0.0013 -0.8590 -1.2 0.7 -2.0 -0.291
C -1.0171 0.0800 0.3585 -1.1 -1.6 2.9 0.125
C -0.2809 -1.2363 0.4504 2.9 1.3 -0.4 -0.213
N 0.9258 -1.4171 0.0785 -0.4 2.8 -0.8 -0.345
N 1.5585 -0.1637 -0.4874 0.0 2.0 1.9 -0.424
C 1.1913 1.0565 -0.0694 -0.2 -3.8 -1.5 -0.112
C -0.2300 1.3586 0.5152 2.4 1.0 0.1 -0.406
H -1.8264 -0.0884 1.1378 0.6 1.0 -0.8 0.232
H -0.6650 -2.0858 0.8996 -1.5 -1.4 0.8 0.491
H 1.9270 1.8388 -0.3469 -0.8 -0.3 0.1 0.382
H -0.0080 1.7094 1.6328 -1.2 -0.4 -2.4 0.284
H -0.6509 2.1502 -0.2585 0.6 -1.3 2.1 0.278
```
Forces are in eV/Å.

---

Entry from the OMol25 dataset: a single C30H35N3O3 molecule (the ωB97M-V functional and the def2-TZVPD basis).

Properties
Lowest unoccupied orbital energy, eV: 0.0
Energy relative to the best compared isomer or geometry (same formula, charge and spin), kJ/mol: 44.1
Molecular weight, g mol⁻¹: 485.628
SMILES: COc1ccccc1N1CCN(CCCCNC(=O)c2ccc(-c3ccc(C(C)=O)cc3)cc2)CC1
Electronic energy, eV: -42291.6821
Charge: 0

Structure (XYZ):
```
71
Properties=species:S:1:pos:R:3:forces:R:3:mulliken_charge:R:1
C 3.1951 5.6776 -0.6745 0.1 0.2 -0.1 -1.041
O 2.7801 4.3676 -0.3812 -0.4 -0.4 0.2 -0.382
C 1.4347 4.1030 -0.3187 0.1 0.0 -0.1 0.392
C 0.4556 5.0372 -0.6106 0.2 0.1 0.0 -0.440
C -0.8897 4.7209 -0.4886 -0.1 -0.1 0.0 -0.928
C -1.2616 3.4606 -0.0724 -0.1 0.1 0.0 -0.897
C -0.2905 2.5125 0.2048 0.2 0.0 0.0 0.192
C 1.0653 2.7996 0.0853 -0.1 0.2 -0.1 0.110
N 2.0556 1.8739 0.4232 0.2 0.0 0.2 0.313
C 1.6836 0.7229 1.2137 0.1 -0.1 0.3 -0.120
C 2.9371 0.1339 1.8571 -0.3 0.0 0.0 -1.652
N 3.8962 -0.2543 0.8362 0.1 0.3 0.0 0.575
C 5.0377 -0.9637 1.4048 0.0 -0.2 0.2 -1.108
C 4.7373 -2.4554 1.5956 0.3 0.1 -0.1 -0.601
C 5.0700 -3.3224 0.3780 -0.2 0.1 0.0 -0.814
C 4.4655 -2.8148 -0.9380 0.1 -0.3 0.1 -0.969
N 3.0812 -2.4274 -0.8146 0.0 0.0 -0.1 -0.051
C 2.0847 -3.3364 -0.8860 0.0 0.3 -0.1 -0.061
O 2.2591 -4.5122 -1.1495 0.0 -0.3 0.1 -0.679
C 0.7185 -2.7677 -0.6632 -0.2 0.0 0.0 1.048
C 0.3240 -1.5659 -1.2427 0.1 -0.2 0.0 -0.634
C -0.9650 -1.0967 -1.0721 -0.1 0.0 0.1 -0.314
C -1.8879 -1.8142 -0.3121 0.3 -0.1 -0.1 0.354
C -3.2623 -1.3256 -0.1393 -0.4 0.1 0.0 0.453
C -4.3388 -2.2126 -0.1680 0.2 0.0 0.0 -1.067
C -5.6339 -1.7665 -0.0023 -0.2 0.2 0.1 -0.655
C -5.8931 -0.4116 0.2029 0.6 0.1 -0.1 0.322
C -7.2550 0.1445 0.3973 -0.4 -0.1 0.0 1.079
C -8.4051 -0.8338 0.3994 -0.1 0.3 0.0 -1.434
O -7.4354 1.3329 0.5499 0.0 -0.1 0.0 -0.603
C -4.8159 0.4765 0.2268 -0.2 0.0 0.0 -0.941
C -3.5239 0.0302 0.0560 0.0 -0.1 0.0 -0.075
C -1.4852 -3.0169 0.2679 0.0 0.1 0.0 -0.709
C -0.2018 -3.4913 0.0866 0.1 0.0 -0.1 -0.968
C 4.2710 0.9295 0.0805 -0.1 0.1 -0.3 -1.096
C 3.0315 1.5179 -0.5857 0.4 0.0 -0.1 -0.300
H 2.8997 5.9812 -1.6847 0.0 0.0 0.1 0.395
H 4.2825 5.6610 -0.6103 -0.1 0.1 0.0 0.251
H 2.8021 6.3976 0.0505 0.0 0.0 0.0 0.385
H 0.7283 6.0329 -0.9225 0.1 0.1 0.0 0.399
H -1.6348 5.4679 -0.7147 -0.1 0.1 0.0 0.401
H -2.3064 3.2088 0.0317 -0.1 0.0 0.0 0.396
H -0.5916 1.5246 0.5166 0.0 -0.1 0.0 0.503
H 1.0002 1.0388 2.0043 0.0 -0.1 0.0 0.777
H 1.1921 -0.0575 0.6077 0.0 0.1 0.1 -0.277
H 2.6588 -0.7444 2.4434 0.0 0.0 0.0 0.500
H 3.3741 0.8830 2.5401 0.0 -0.1 0.0 0.444
H 5.3253 -0.5160 2.3696 0.0 0.1 -0.1 0.384
H 5.8890 -0.8537 0.7295 0.0 0.1 0.0 0.577
H 5.3149 -2.8291 2.4432 -0.1 0.0 0.1 0.424
H 3.6817 -2.5778 1.8422 0.0 0.0 0.1 0.237
H 4.6958 -4.3301 0.5653 0.1 -0.1 0.0 0.397
H 6.1529 -3.3834 0.2532 0.1 -0.1 0.0 0.396
H 4.5245 -3.6109 -1.6840 0.1 0.2 0.0 0.453
H 5.0178 -1.9450 -1.3002 0.0 0.0 0.0 0.361
H 2.9507 -1.5355 -0.3413 -0.1 -0.1 0.0 0.144
H 1.0184 -1.0154 -1.8614 0.1 0.0 0.0 0.350
H -1.2674 -0.1782 -1.5542 0.0 0.1 -0.1 0.617
H -4.1558 -3.2624 -0.3450 0.0 -0.1 0.0 0.525
H -6.4406 -2.4821 -0.0375 -0.1 -0.1 0.0 0.350
H -8.2689 -1.5722 1.1864 0.0 -0.1 0.0 0.383
H -9.3329 -0.2935 0.5691 0.0 0.0 0.0 0.357
H -8.4598 -1.3482 -0.5577 0.0 -0.1 -0.1 0.374
H -5.0241 1.5243 0.3862 0.0 0.1 0.0 0.510
H -2.7056 0.7327 0.0910 0.1 0.1 0.0 0.263
H -2.1823 -3.5763 0.8743 -0.1 0.0 0.1 0.539
H 0.1040 -4.4319 0.5200 0.0 -0.1 0.0 0.487
H 4.9941 0.6467 -0.6884 0.0 0.0 0.0 0.520
H 4.7263 1.6963 0.7286 0.0 0.0 0.0 0.454
H 3.3090 2.4064 -1.1483 0.0 -0.1 0.0 0.505
H 2.6128 0.7715 -1.2825 0.0 0.0 0.0 -0.082
```
Forces are in eV/Å.

---

Entry from the OMol25 dataset: a single C4H6O2 molecule (the ωB97M-V functional and the def2-TZVPD basis).

Properties
Lowest unoccupied orbital energy (alpha / beta), eV: 0.2 / 0.2
Energy relative to the best compared isomer or geometry (same formula, charge and spin), kJ/mol: 453.3
Molecular weight, g mol⁻¹: 86.090
Electronic energy, eV: -8335.7634
Charge: 0

Structure (XYZ):
```
12
Properties=species:S:1:pos:R:3:forces:R:3:mulliken_charge:R:1
O -0.3755 -2.0644 0.6598 -0.1 0.4 -0.5 -0.528
C -0.1050 -0.8140 0.2630 -0.3 0.3 0.1 0.283
C 0.9843 0.1228 0.7127 0.1 0.0 0.0 -0.453
C 0.4674 1.0978 -0.3986 0.0 0.1 -0.1 -0.336
C -0.6898 0.0966 -0.6253 0.8 -0.2 0.1 0.051
O -1.7136 0.0399 -1.5250 0.1 0.1 0.7 -0.708
H -1.0461 -2.4246 0.0505 0.2 0.1 0.2 0.367
H -1.7367 0.3853 -0.1597 -0.3 -0.2 -0.3 0.372
H 0.9139 0.4988 1.7428 0.0 -0.2 -0.3 0.242
H 2.0039 -0.2503 0.5443 -0.3 0.0 0.0 0.234
H 1.1508 1.1734 -1.2527 -0.2 -0.1 0.2 0.209
H 0.1842 2.1053 -0.0696 0.0 -0.3 -0.1 0.267
```
Forces are in eV/Å.